Entry 1:
This record from the OMol25 dataset describes a cluster of 5 separate species, C16H48N5O4 in total at a distorted geometry. The level of theory is ωB97M-V with the def2-TZVPD basis set.

Its HOMO energy is -12.19 eV. The HOMO-LUMO gap comes out at 10.47 eV. The calculation puts the total energy at -33004.743 eV. As for the net charge: +1. Its LUMO energy is -1.716 eV. The calculation puts the relative energy (zero: lowest compared OMol25 entry of this formula, charge and spin) at 0.000 eV.

```
73
Properties=species:S:1:pos:R:3:forces:R:3
N 0.182 -0.224 -0.721 -1.3587 0.2199 -0.3982
H 1.080 -0.721 -0.936 -0.0529 -0.3104 -0.1888
H 0.310 0.772 -0.622 0.5440 1.2490 0.1499
H -0.283 -0.485 0.154 -0.0411 -0.5472 0.5312
H -0.541 -0.286 -1.467 0.5551 -0.3008 0.0160
C 0.888 -2.466 1.973 -0.1757 -0.4119 0.3626
C -0.572 -2.235 2.346 -0.1056 -1.1604 -0.6288
C -0.772 -2.530 3.803 0.5044 0.3481 0.8765
O -0.150 -1.418 4.456 -0.2718 -0.7344 0.6469
C -0.513 -1.308 5.827 0.1051 -0.1717 -0.1393
N -1.010 -0.894 2.028 -0.4156 -0.0641 -0.9192
H 1.105 -2.198 0.932 0.0207 -0.1566 0.3218
H 1.134 -3.528 2.169 -0.0127 0.4762 -0.3695
H 1.484 -1.889 2.668 0.4315 0.2941 -0.1063
H -1.157 -2.973 1.787 -0.2270 0.2282 -0.1753
H -0.295 -3.488 4.025 0.3000 0.0110 0.3621
H -1.801 -2.642 4.171 -0.1871 0.2966 -0.4850
H -1.569 -1.062 5.951 -0.1470 0.2379 -0.1639
H 0.107 -0.519 6.248 -0.0720 -0.1207 0.1260
H -0.376 -2.253 6.361 0.3403 0.0493 0.0112
H -1.986 -0.866 2.313 0.0054 0.5038 -0.1147
H -0.509 -0.279 2.648 0.0214 0.3622 0.2996
C 3.511 0.772 -1.596 -0.8184 0.0775 0.2363
C 3.716 -0.682 -1.164 0.3075 -0.5311 -0.4123
C 3.983 -0.780 0.310 -0.2437 -0.0251 0.2437
O 4.128 -2.165 0.619 0.2680 0.7432 0.5436
C 4.611 -2.367 1.930 0.9085 0.5605 1.3395
N 2.562 -1.599 -1.413 -0.0184 1.3535 -0.6002
H 2.767 1.235 -0.918 0.2654 0.0027 -0.3653
H 3.154 0.890 -2.625 -0.0861 -0.3095 0.1439
H 4.422 1.372 -1.553 0.0840 -0.2880 0.2552
H 4.576 -1.093 -1.703 0.1480 0.1067 0.1300
H 3.155 -0.303 0.857 -0.2834 -0.3973 0.1033
H 4.834 -0.175 0.603 0.6350 -0.2014 -0.0436
H 5.475 -1.681 2.189 -0.6402 -0.7071 -0.6213
H 4.954 -3.402 2.064 -0.2178 0.3204 -0.3365
H 3.880 -2.146 2.736 -0.1044 -0.1623 -0.6315
H 2.593 -1.847 -2.394 -0.2552 -0.2121 0.0211
H 2.696 -2.432 -0.863 0.2057 -0.3080 0.0341
C -0.856 -2.350 -3.320 -1.5862 0.3138 -0.0588
C -1.878 -1.233 -3.728 1.0234 0.2241 1.2069
C -3.094 -1.271 -2.801 0.4493 -0.6407 0.1669
O -2.652 -1.261 -1.449 0.3177 -0.0979 -0.1496
C -3.719 -1.384 -0.537 0.0301 0.4550 0.3689
N -1.225 0.099 -3.562 -0.7542 -0.5509 -0.1355
H 0.030 -2.418 -3.937 0.2316 0.3742 -0.1145
H -1.385 -3.292 -3.448 0.0561 -0.3013 0.0703
H -0.633 -2.251 -2.253 0.2121 -0.0640 -0.3713
H -2.249 -1.384 -4.739 0.0357 -0.0942 -0.2367
H -3.569 -2.254 -3.013 -0.3991 0.6973 0.1543
H -3.763 -0.395 -2.932 0.0547 -0.5871 -0.3644
H -4.262 -0.435 -0.467 -0.2874 -0.0835 -0.1941
H -3.310 -1.549 0.464 0.0778 -0.2507 -0.2763
H -4.388 -2.197 -0.824 -0.0642 0.0006 0.1131
H -1.985 0.773 -3.685 0.5312 0.1516 -0.1080
H -0.582 0.204 -4.336 0.1278 0.3423 -0.0336
C -2.169 2.633 0.209 -1.0904 -0.5356 -0.5178
C -1.242 3.086 -0.922 1.2624 -0.5958 2.0078
C -1.454 4.539 -1.217 0.1656 0.8785 -0.8100
O -1.109 5.301 -0.078 0.0483 -0.1732 -0.0585
C -0.923 6.688 -0.279 -0.3211 0.6494 -0.2375
N 0.182 2.820 -0.458 -0.2097 0.3266 -0.9519
H -2.195 1.538 0.340 0.4827 0.3428 0.0638
H -3.210 2.857 -0.084 0.2774 0.1865 0.1671
H -1.981 3.130 1.162 0.1669 -0.0406 -0.1805
H -1.392 2.454 -1.792 -0.1412 0.1357 -0.2826
H -2.481 4.700 -1.534 -0.4842 0.1204 0.1772
H -0.862 4.861 -2.093 0.2131 -0.0942 0.2457
H -0.558 6.933 -1.287 0.2847 -0.3098 0.1483
H -0.218 7.055 0.475 -0.1092 -0.1809 -0.2065
H -1.849 7.282 -0.189 0.0410 -0.4595 0.1892
H 0.800 3.173 -1.200 -0.1518 -0.2600 0.1954
H 0.408 3.441 0.322 -0.4060 -0.1999 -0.0415
```
Positions in Å, forces in eV/Å.

***

Entry 2:
This record from the OMol25 dataset describes a cluster of 2 separate species, C21H42BFO11PS2 in total at a distorted geometry. The level of theory is ωB97M-V with the def2-TZVPD basis set.

Its HOMO energy is -4.09 eV. The HOMO-LUMO gap comes out at 5.97 eV. The calculation puts the total energy at -79328.433 eV. As for the net charge: -1. Its LUMO energy is 1.888 eV.

```
79
Properties=species:S:1:pos:R:3:forces:R:3
C -2.142 -0.924 6.230 -0.6169 0.7003 -0.1282
C -3.271 -0.168 5.319 1.1361 -0.4958 0.8776
O -2.563 0.333 4.154 -1.4713 -1.5446 -0.1731
C -2.697 -0.559 3.035 -0.0252 0.1652 -1.5915
C -1.315 -0.876 2.255 -0.3808 -1.6005 0.6459
O -0.218 -0.028 2.606 0.1893 -0.0263 -0.7101
C 0.618 0.348 1.496 2.1915 1.7854 -1.3344
C 1.063 -0.909 0.612 -0.6547 -2.4821 -0.9713
C 1.706 -2.116 1.483 0.6089 0.7916 3.6728
O 1.879 -2.099 2.703 -0.7000 -0.4112 -4.8300
F 2.161 -3.298 0.781 -1.0463 2.3460 0.6134
O 1.923 0.932 1.784 -1.8147 -2.4158 1.7615
B 2.376 2.003 0.873 -1.7579 0.1088 -0.8632
C 3.193 1.666 -0.502 1.4765 -0.1896 -1.0245
C 4.674 1.079 -0.340 -0.4373 0.1084 -1.4056
C 4.880 -0.056 0.770 1.7565 0.1858 -0.5107
C 5.842 0.567 1.912 -0.8142 0.9147 -0.9394
O 6.696 -0.452 2.527 -1.8517 -1.5315 -0.0323
C 5.843 -1.492 2.997 -1.7373 1.9555 2.9471
O 5.114 -1.272 3.987 2.5710 -1.3466 -3.5380
O 1.059 2.461 0.303 -1.7991 -1.3025 -0.4040
C -0.049 1.667 0.841 1.2887 1.7679 -1.4799
C -1.182 1.594 -0.286 -0.2383 0.8073 -0.7525
C -0.676 1.536 -1.806 -1.3744 -0.5317 -0.6880
C -0.404 0.012 -2.222 0.1098 0.3020 0.2043
C -0.808 -0.378 -3.718 -0.2522 0.1247 0.5782
S -0.525 -2.238 -3.850 4.7497 -1.3129 -1.4027
O 0.937 -2.422 -3.475 -4.3851 0.4730 -0.6070
O -0.820 -2.781 -5.217 -0.5177 1.3065 3.4705
O -1.384 -3.030 -2.621 0.1786 1.6707 -1.5029
P -0.795 3.002 2.034 -1.3220 0.2632 1.0011
C -0.134 4.696 1.405 2.1184 -0.4520 0.3454
C -0.076 2.872 3.773 0.0503 -1.0522 1.2798
H -1.099 -0.719 5.804 -1.6147 -0.2257 0.4761
H -2.322 -2.054 6.245 0.2662 1.6331 0.2632
H -2.197 -0.430 7.256 0.2016 -1.1475 -1.0844
H -3.753 0.709 5.880 0.9260 -1.1367 -0.8906
H -4.106 -0.909 5.082 1.0345 1.0490 -0.0351
H -3.156 -1.583 3.282 0.6929 1.4765 0.0349
H -3.411 -0.084 2.258 0.9859 -0.4879 1.2235
H -1.591 -0.919 1.150 0.5798 0.3826 1.3224
H -1.008 -1.957 2.542 -0.4273 1.5495 -0.4367
H 0.193 -1.424 0.045 1.3562 0.7355 0.8628
H 1.842 -0.686 -0.194 -1.1154 0.1134 1.3085
H 2.816 2.855 1.595 0.8132 0.4306 0.1155
H 3.308 2.678 -1.060 -0.2584 -1.5003 0.8155
H 2.613 1.000 -1.256 0.6949 0.8772 1.2556
H 4.964 0.620 -1.364 -0.2504 0.7038 1.5948
H 5.376 1.991 -0.218 -0.9077 -1.6435 0.2274
H 5.475 -0.915 0.267 -0.8100 1.3092 0.8328
H 3.930 -0.534 1.174 1.1163 1.1123 -0.3293
H 6.567 1.340 1.451 -1.1128 -1.4901 0.6705
H 5.184 1.129 2.655 0.9827 -0.9318 -0.6326
H 5.828 -2.473 2.415 0.3611 1.2401 0.6780
H -1.960 0.757 -0.146 1.2017 1.1494 0.0350
H -1.795 2.573 -0.198 0.9621 -1.5242 -0.0647
H -1.573 1.886 -2.453 1.2667 -0.4489 1.0246
H 0.181 2.238 -2.064 -0.9288 -1.1090 0.7385
H -1.054 -0.636 -1.524 1.1382 0.9275 -0.9649
H 0.706 -0.204 -2.036 -1.7683 -0.0445 -0.4144
H -1.908 -0.173 -3.977 1.5923 -0.2633 0.3857
H -0.101 0.105 -4.492 -1.1481 -1.1415 1.1024
H -2.043 -2.419 -2.215 0.4844 -0.4322 -0.5077
H -0.176 4.794 0.272 -0.2585 -0.0676 1.5815
H 0.991 4.678 1.675 -1.6193 0.1867 -0.5962
H -0.584 5.574 1.980 0.1647 -1.3508 -0.8858
H -0.943 2.514 4.452 1.2832 0.5453 -1.1742
H 0.712 2.029 3.854 -0.9808 1.6406 -0.2225
H 0.284 3.852 4.236 -0.2277 -1.2292 -0.9453
C -3.566 -3.218 -7.181 0.0736 -0.0914 0.0181
S -4.270 -1.572 -6.954 0.0918 -0.1325 0.2413
O -4.436 -1.354 -5.484 -0.0257 -0.1080 -0.3753
C -5.897 -1.971 -7.629 -0.1453 -0.0223 0.0460
H -2.549 -3.216 -6.788 -0.0980 0.1322 0.0552
H -4.163 -3.956 -6.641 -0.0352 0.1105 0.0213
H -3.543 -3.460 -8.246 -0.0414 0.0877 0.0120
H -6.346 -2.788 -7.061 0.0880 0.0392 0.0316
H -5.795 -2.255 -8.678 0.0606 0.0358 0.0448
H -6.529 -1.086 -7.554 0.1269 -0.0204 0.0321
```
Positions in Å, forces in eV/Å.

***

Entry 3:
This record from the OMol25 dataset describes a structure of composition C19H16ClLuN2O3 at a distorted geometry. The level of theory is ωB97M-V with the def2-TZVPD basis set.

Its HOMO energy is -13.95 eV. The HOMO-LUMO gap comes out at 6.99 eV. The calculation puts the total energy at -75216.380 eV. As for the net charge: +2. Its LUMO energy is -6.958 eV. The calculation puts the relative energy (zero: lowest compared OMol25 entry of this formula, charge and spin) at 0.430 eV.

```
42
Properties=species:S:1:pos:R:3:forces:R:3
Lu 0.023 -1.148 -0.599 0.5876 0.1680 0.5102
Cl 5.746 3.723 -0.708 0.1827 0.0253 0.0454
C 4.638 2.413 -0.713 -0.3372 0.2594 -0.0942
C 5.089 1.099 -0.820 -0.0574 -0.5016 -0.1916
C 4.200 0.027 -0.909 0.6375 -0.2106 -0.2632
C 2.831 0.238 -0.897 0.5856 0.3639 0.3933
O 1.959 -0.759 -1.026 -0.4947 0.1076 0.1308
C 2.401 1.569 -0.702 -1.0700 0.3409 -0.4230
C 1.026 1.905 -0.611 -2.2332 -0.5557 0.6298
N -0.063 1.128 -0.430 1.4376 0.7176 -0.2715
C -1.366 1.749 -0.260 0.7125 0.1996 -0.0696
C -1.627 3.079 0.032 0.4051 -0.4394 -0.1093
C -2.931 3.571 0.185 -0.0627 0.9179 0.0248
C -3.975 2.723 0.010 -1.6385 0.1231 -0.2171
C -3.799 1.351 -0.267 2.0143 0.6217 0.2607
C -4.861 0.452 -0.300 -0.0535 -0.2006 0.2061
C -4.573 -0.869 -0.350 -0.3383 -1.7330 -0.4187
C -3.247 -1.318 -0.481 -0.7401 -0.1111 0.7626
N -2.208 -0.516 -0.466 0.5070 1.1157 -0.4433
C -2.438 0.859 -0.365 -1.8722 -0.7207 0.1778
C 3.285 2.675 -0.673 0.4787 -0.1857 -0.0426
H 6.160 0.917 -0.900 -0.2335 0.0068 0.1280
H 4.578 -0.986 -1.048 -0.0550 0.2820 0.0561
H 0.808 2.965 -0.625 0.1836 0.2052 -0.0654
H -0.811 3.761 0.157 0.2830 0.2881 0.0946
H -3.140 4.646 0.416 0.4736 -1.1611 -0.2199
H -5.014 3.096 0.080 0.7156 -0.2288 0.0236
H -5.883 0.779 -0.198 -0.1122 0.2026 -0.0208
H -5.357 -1.634 -0.298 0.3087 0.4314 -0.0971
H -3.061 -2.393 -0.454 0.0096 0.1715 -0.2615
H 2.949 3.725 -0.644 -0.0287 -0.7737 0.0988
O -0.604 -4.984 -0.994 0.0883 -0.0620 -0.1600
C -0.338 -3.901 -1.008 -0.1476 0.2130 -0.3462
C 1.834 -3.915 1.641 -0.8281 -0.1944 -0.5658
C 0.463 -3.332 1.826 -1.2583 0.2190 0.2144
O 0.409 -1.876 1.511 0.0173 -0.0796 -0.1063
H 1.737 -4.996 1.585 0.1105 -0.2060 0.5316
H 2.519 -3.594 2.404 0.3549 -0.0436 0.2950
H 2.210 -3.664 0.659 0.3052 0.4122 -0.2805
H -0.008 -3.446 2.808 0.5851 0.0300 0.0797
H -0.318 -3.754 1.172 0.6194 0.0827 0.2539
H 0.758 -1.364 2.259 -0.0424 -0.0975 -0.2494
```
Positions in Å, forces in eV/Å.

***

Entry 4:
This record from the OMol25 dataset describes a structure of composition C8H16N at a distorted geometry. The level of theory is ωB97M-V with the def2-TZVPD basis set.

Its HOMO energy is -13.97 eV. The HOMO-LUMO gap comes out at 10.62 eV. The calculation puts the total energy at -10035.338 eV. As for the net charge: +1. Its LUMO energy is -3.357 eV. The calculation puts the relative energy (zero: lowest compared OMol25 entry of this formula, charge and spin) at 3.938 eV.

```
25
Properties=species:S:1:pos:R:3:forces:R:3
C 2.156 0.815 0.468 0.4809 -0.6058 3.0363
C -2.501 -0.335 -0.267 2.7567 1.8510 0.9876
C 1.223 0.355 -0.314 -0.3142 -1.9032 0.2910
C -1.457 0.422 0.074 0.2155 -1.3989 -0.3672
C 1.230 0.662 -1.779 -0.7503 -2.6526 -0.1662
C -1.184 1.769 0.642 1.5058 -0.5117 -1.2831
C 0.059 -1.035 1.608 3.2572 -0.2467 1.1862
C 0.077 -1.813 -0.692 1.5660 0.2776 1.7433
N 0.195 -0.599 0.172 -2.9216 1.1763 0.7374
H 2.367 0.598 1.558 -0.6790 0.1337 -1.4807
H 2.853 1.442 0.021 1.2084 1.1122 -0.5975
H -2.404 -1.355 -0.382 0.3102 -1.9556 -0.6393
H -3.488 -0.005 -0.296 -1.4085 1.0603 0.0274
H 0.190 0.814 -2.058 -0.0774 -0.1055 -0.6844
H 1.754 -0.156 -2.424 -1.0703 1.5248 1.1308
H 1.711 1.579 -1.843 1.0712 1.5677 -0.6395
H -0.735 1.637 1.616 -0.6196 0.4035 0.6131
H -1.906 2.538 0.456 -1.4426 -0.2333 0.7626
H -0.410 2.298 0.097 0.7787 -0.4314 -0.4228
H -0.976 -1.230 1.845 -0.1042 0.0344 -0.1072
H 0.667 -2.027 1.763 -1.0198 1.9598 -0.2931
H 0.501 -0.243 2.317 -0.8506 -1.2594 -1.1287
H -0.744 -2.384 -0.322 -0.2171 -0.7460 0.3488
H -0.234 -1.352 -1.552 -0.2814 0.0651 -2.9486
H 1.057 -2.395 -0.709 -1.3939 0.8838 -0.1064
```
Positions in Å, forces in eV/Å.